Entry 1:
A structure of composition C21H24BrN4O2PPdS, computed with ωB97M-V/def2-TZVPD.

Calculated total energy in hartree: -4625.1409
E_LUMO in eV: -5.6
Relative energy (zero: lowest compared OMol25 entry of this formula, charge and spin) in kJ/mol: 0.0
Strongest force on any atom in eV/Å: 0.5
Net charge: +2
HOMO level in eV: -13.41
Spin multiplicity: 1

XYZ file:
```
55
C21H24BrN4O2PPdS | OMol25 | ωB97M-V/def2-TZVPD
Pd -0.1034 0.5950 -0.2674
S 2.8850 2.1292 2.6543
C 2.8365 0.3999 2.8482
C 3.5834 -0.3985 3.7097
C 3.3639 -1.7602 3.6750
C 2.4199 -2.3210 2.8047
C 1.6793 -1.5322 1.9507
C 1.8968 -0.1568 1.9761
N 1.2683 0.8023 1.1980
C 1.6767 2.0194 1.4486
C 1.0349 3.0597 0.6776
C 1.2613 4.4257 0.7892
C 0.5365 5.3008 -0.0058
C -0.4053 4.8091 -0.8976
C -0.6320 3.4363 -1.0176
C 0.0930 2.5623 -0.2340
H 4.3110 0.0325 4.3834
H 3.9282 -2.4052 4.3340
H 2.2679 -3.3917 2.8112
H 0.9346 -1.9553 1.2882
H 1.9962 4.7995 1.4919
H 0.7076 6.3656 0.0674
H -0.9653 5.4933 -1.5213
H -1.3559 3.0858 -1.7417
C 3.4990 -3.5236 -3.5105
C 2.3166 -2.6125 -3.3638
C 1.6584 -2.0804 -4.4708
C 0.5884 -1.2103 -4.3083
C 0.2401 -0.9306 -3.0071
Br -1.2142 0.2978 -2.6320
N 0.8162 -1.4103 -1.9296
C 1.8453 -2.2429 -2.1078
H 3.4169 -4.1320 -4.4091
H 3.6002 -4.1861 -2.6527
H 4.4168 -2.9384 -3.5894
H 1.9850 -2.3425 -5.4694
H 0.0680 -0.7760 -5.1493
H 2.3121 -2.6218 -1.2062
N -4.3779 1.6875 2.4090
C -3.6009 1.2804 1.1835
P -3.2519 -0.5362 1.4329
O -4.0682 -0.8421 2.6353
O -1.7735 -0.7788 1.3058
C -3.9181 -1.4493 -0.0500
N -2.7794 -2.3044 -0.5488
H -3.8373 2.2839 3.0339
H -4.5739 0.7699 2.9002
H -5.2513 2.1663 2.1962
H -2.6762 1.8523 1.1256
H -4.1999 1.4907 0.3001
H -4.2435 -0.7960 -0.8565
H -4.7439 -2.0906 0.2476
H -2.4956 -2.0412 -1.4932
H -2.9927 -3.3005 -0.5377
H -1.9839 -2.0779 0.0992
```

Entry 2:
A structure of composition C23H29CuN2O4S2, computed with ωB97M-V/def2-TZVPD.

Calculated total energy in hartree: -3741.1935
E_LUMO in eV: 0.1
Relative energy (zero: lowest compared OMol25 entry of this formula, charge and spin) in kJ/mol: 54.1
Strongest force on any atom in eV/Å: 0.7
HOMO level in eV: -6.88
Spin multiplicity: 1

XYZ file:
```
61
C23H29CuN2O4S2 | OMol25 | ωB97M-V/def2-TZVPD
Cu 0.8559 -0.5786 1.4435
C 0.7686 -0.2653 5.6017
C 1.0908 0.1589 4.1814
O 1.2855 -0.7687 3.3771
C 1.1172 1.5670 3.8562
C 0.9266 2.5148 4.8902
C 0.8471 3.8604 4.6560
C 0.9384 4.3266 3.3331
C 1.1379 3.4536 2.3017
C 1.2772 2.0461 2.5050
O 1.5317 1.3087 1.4928
H 0.7838 -1.3512 5.6451
H -0.2218 0.0898 5.8878
H 1.4958 0.1282 6.3120
H 0.8513 2.1693 5.9119
H 0.7139 4.5527 5.4764
H 0.8517 5.3891 3.1368
H 1.2286 3.8113 1.2828
O 1.3298 -1.4813 -0.3603
S 2.7600 -1.6903 -0.7774
C 2.9997 -3.5051 -1.0329
C 3.9244 -4.0353 0.0627
C 4.7610 -2.8463 0.5368
C 3.7638 -1.7219 0.7464
H 3.4413 -3.6103 -2.0238
H 2.0060 -3.9491 -1.0355
H 4.5500 -4.8443 -0.3144
H 3.3380 -4.4265 0.8953
H 5.4757 -2.5672 -0.2429
H 5.3181 -3.0698 1.4460
H 4.2046 -0.7389 0.9000
H 3.0556 -1.9297 1.5534
C -0.9730 2.7115 -2.5788
C -1.7381 2.5107 -1.2712
C -1.2210 1.3370 -0.4477
N -1.5163 0.0804 -1.1182
C -1.6379 -1.0955 -0.5063
S -1.4647 -1.3430 1.1418
N -1.9304 -2.2052 -1.2846
C -2.2436 -2.3573 -2.6355
O -1.9749 -3.4032 -3.1832
C -2.9754 -1.2706 -3.3495
C -2.6666 -1.0366 -4.6859
C -3.3627 -0.0792 -5.4055
C -4.3973 0.6220 -4.8027
C -4.7411 0.3562 -3.4833
C -4.0308 -0.5812 -2.7547
H -1.4021 3.5362 -3.1484
H -1.0123 1.8245 -3.2175
H 0.0755 2.9359 -2.3769
H -2.8012 2.3640 -1.4819
H -1.6452 3.4098 -0.6598
H -1.7040 1.3132 0.5273
H -0.1462 1.4297 -0.2760
H -1.3703 0.0658 -2.1142
H -1.7195 -3.0735 -0.8160
H -1.8793 -1.6145 -5.1530
H -3.1128 0.1119 -6.4407
H -4.9456 1.3658 -5.3660
H -5.5690 0.8840 -3.0280
H -4.3027 -0.7952 -1.7286
```

Entry 3:
The molecule C4H10BrOP, computed with ωB97M-V/def2-TZVPD.

Calculated total energy in hartree: -3149.0402
E_LUMO in eV: 0.7
Relative energy (zero: lowest compared OMol25 entry of this formula, charge and spin) in kJ/mol: 0.0
Strongest force on any atom in eV/Å: 5.1
HOMO level in eV: -9.98
Spin multiplicity: 1
SMILES string: CCP(=O)(Br)CC

XYZ file:
```
17
C4H10BrOP | OMol25 | ωB97M-V/def2-TZVPD
C 2.6022 -0.2399 -0.8564
C 1.6951 0.2418 0.2208
P -0.0133 -0.0203 -0.3914
O -0.3666 -1.2123 -1.1644
Br -0.6294 1.7841 -1.4398
C -1.2865 0.1613 1.0047
C -2.7020 -0.2247 0.4939
H 3.6111 0.0683 -0.7047
H 2.4935 -1.2887 -0.9638
H 2.3781 0.0613 -1.8774
H 1.6855 1.3443 0.5562
H 1.8160 -0.3427 1.1307
H -0.8783 -0.7305 1.4839
H -1.3814 1.0657 1.5176
H -3.1694 0.6484 -0.0960
H -2.5440 -0.9588 -0.2100
H -3.3106 -0.3573 1.2959
```

Entry 4:
A cluster of 3 separate species, C18H40ClN4O3 in total, computed with ωB97M-V/def2-TZVPD.

Calculated total energy in hartree: -1614.7915
E_LUMO in eV: 2.9
Strongest force on any atom in eV/Å: 1.6
Net charge: -1
HOMO level in eV: -4.40
Spin multiplicity: 1

XYZ file:
```
66
C18H40ClN4O3 | OMol25 | ωB97M-V/def2-TZVPD
C -0.6916 5.4126 1.9850
N -1.4058 4.3185 2.6298
C -2.4488 4.7775 3.5609
C -0.5276 3.3827 3.2094
O 0.6473 3.6013 3.3973
C -1.1379 2.0465 3.6286
N -1.0892 1.0269 2.5734
C -1.7015 1.4843 1.3193
Cl -2.8876 0.2019 0.7833
C -0.6268 1.5625 0.1797
O 0.5451 1.2632 0.4901
O -1.0032 1.9171 -0.9490
H -0.1948 5.0066 1.1062
H -1.3995 6.1444 1.6084
H 0.0683 5.8708 2.6184
H -3.4308 4.5783 3.1254
H -2.4222 4.2194 4.4917
H -2.3793 5.8420 3.7702
H -0.5238 1.6872 4.4513
H -2.1512 2.1840 4.0342
H -1.6968 0.2850 2.8996
H -2.2761 2.3997 1.4131
C 0.5889 -1.6613 -6.7445
C 0.9826 -0.9455 -5.4595
N 1.3666 0.4351 -5.6681
C 2.0129 1.0376 -4.5068
C 1.1856 1.1994 -3.2283
C 0.3881 1.2667 -6.3426
C -1.0053 1.3915 -5.7126
H 1.3796 -1.5844 -7.4934
H 0.4203 -2.7203 -6.5400
H -0.3331 -1.2624 -7.1707
H 1.8387 -1.4756 -5.0337
H 0.1626 -1.0449 -4.7325
H 2.4143 2.0138 -4.7977
H 2.8942 0.4295 -4.2705
H 0.4642 2.0087 -3.3057
H 1.8401 1.4476 -2.3922
H 0.6528 0.2895 -2.9566
H 0.2655 0.8878 -7.3632
H 0.8109 2.2663 -6.4745
H -1.4038 0.4282 -5.3927
H -1.7024 1.8029 -6.4487
H -1.0106 2.0649 -4.8583
C -0.3635 -2.0071 1.2424
C 0.6485 -2.2834 2.3388
N 0.1349 -3.1356 3.4045
C 0.9838 -3.1628 4.5793
C 2.3909 -3.7589 4.4415
C -0.4014 -4.4150 2.9856
C 0.5203 -5.3649 2.2089
H -1.2820 -1.5960 1.6550
H 0.0444 -1.2754 0.5444
H -0.6101 -2.9067 0.6699
H 0.9259 -1.3195 2.7730
H 1.5631 -2.6969 1.8845
H 0.4563 -3.6859 5.3842
H 1.0886 -2.1319 4.9325
H 2.3671 -4.8465 4.3752
H 2.9816 -3.5084 5.3268
H 2.9206 -3.3665 3.5737
H -1.2840 -4.2246 2.3694
H -0.7915 -4.9377 3.8648
H 1.0762 -4.8502 1.4248
H -0.0787 -6.1414 1.7258
H 1.2304 -5.8726 2.8612
```

Entry 5:
A structure of composition C37H46N4Sn, computed with ωB97M-V/def2-TZVPD.

Calculated total energy in hartree: -1870.4873
E_LUMO in eV: 4.0
Strongest force on any atom in eV/Å: 4.4
Net charge: -2
HOMO level in eV: 0.88
Spin multiplicity: 1

XYZ file:
```
88
C37H46N4Sn | OMol25 | ωB97M-V/def2-TZVPD
Sn -0.4725 0.0075 0.3304
N 0.6436 -3.2563 2.9286
N 0.4725 -2.0040 -1.4399
C 1.8541 2.8153 -0.6677
C 2.8961 1.8840 -0.3813
C 2.8979 1.6498 1.0235
C 3.7676 0.7113 1.7605
H 4.7116 0.5597 1.2259
H 3.2894 -0.2727 1.8903
H 3.9887 1.1045 2.7611
C 1.8637 2.4331 1.6047
C 1.5353 2.4738 3.0463
H 2.3830 2.8794 3.6221
H 1.3263 1.4690 3.4488
H 0.6623 3.1106 3.2343
C 1.2205 3.1565 0.5622
C 0.0605 4.0565 0.7411
H -0.8515 3.5019 1.0214
H -0.1468 4.6058 -0.1835
H 0.2575 4.7865 1.5398
C 3.8263 1.2883 -1.3617
H 4.6955 1.9451 -1.5327
H 3.3397 1.1330 -2.3342
H 4.2055 0.3214 -1.0022
C 1.4803 3.3301 -2.0027
H 0.3885 3.4203 -2.1038
H 1.8327 2.6585 -2.7951
H 1.9176 4.3258 -2.1888
C 0.0365 -4.2445 3.5609
H 0.4892 -4.5153 4.5563
C -1.1228 -4.8545 3.0096
H -1.6578 -5.5668 3.6686
C -1.5053 -4.5577 1.6763
H -2.3622 -5.1476 1.2322
C -0.7681 -3.5495 1.0050
H -0.9811 -3.3597 -0.0592
C 0.1803 -2.6987 1.7916
C 0.8543 -1.3428 1.7751
H 1.8010 -1.6566 1.1131
C -0.0811 -0.9677 -1.8688
C 1.1153 -2.7232 -2.3871
H 1.6259 -3.5467 -1.9399
C 0.8653 -2.1460 -3.6223
H 1.1184 -2.5415 -4.5846
N 0.1170 -0.9721 -3.2860
C 0.0412 0.1727 -4.0662
C 1.1133 0.5126 -4.8960
C 0.9798 1.6814 -5.6771
H 1.7823 1.9351 -6.3775
C -0.1501 2.4918 -5.5426
C -0.3255 3.6597 -6.4559
H -0.8727 4.4540 -5.9467
H -0.8964 3.3653 -7.3431
H 0.6475 4.0282 -6.7812
C -1.1405 2.2030 -4.5897
H -1.9967 2.8714 -4.4390
C -1.0543 1.0179 -3.8356
C -2.0991 0.6728 -2.8287
H -2.3898 -0.3866 -2.8461
H -3.0018 1.2697 -3.0227
H -1.7828 0.9198 -1.7931
C 2.3991 -0.2506 -4.9133
H 2.3103 -1.2629 -5.3345
H 2.8977 -0.3206 -3.9291
H 3.0988 0.2853 -5.5700
C 0.2300 -0.9284 4.8089
N -1.1857 -1.2296 4.4246
C -2.0192 -1.5494 5.6275
C -1.8182 -0.1087 3.5631
C -2.7350 -0.7254 2.5438
C -3.8931 -1.3833 3.0054
C -4.6778 -2.1209 2.1196
C -4.3901 -2.1052 0.7543
C -3.2399 -1.4398 0.2905
C -2.4223 -0.7616 1.1780
H 0.2846 0.1071 5.1642
H 0.8651 -1.0922 3.9318
H 0.5237 -1.6270 5.5969
H -1.1546 -2.0771 3.8269
H -2.2800 -0.6097 6.1296
H -2.9192 -2.0894 5.3200
H -1.4277 -2.1879 6.2928
H -2.3434 0.5469 4.2784
H -0.9895 0.4629 3.1238
H -4.1778 -1.3137 4.0570
H -5.5234 -2.7010 2.4973
H -5.0436 -2.6050 0.0413
H -2.9940 -1.4858 -0.7758
```

Entry 6:
The molecule C7H11BO2, computed with ωB97M-V/def2-TZVPD.

Calculated total energy in hartree: -448.6221
E_LUMO in eV: 0.2
Relative energy (zero: lowest compared OMol25 entry of this formula, charge and spin) in kJ/mol: 209.6
Strongest force on any atom in eV/Å: 5.0
HOMO level in eV: -8.32
Spin multiplicity: 1
SMILES string: C=C/C=C/C(=C)B(O)OC

XYZ file:
```
21
C7H11BO2 | OMol25 | ωB97M-V/def2-TZVPD
C -2.9808 -1.9154 -2.6688
C -2.4535 -1.3279 -1.6211
C -1.3620 -0.3701 -1.5316
C -0.7066 -0.1600 -0.3830
C 0.2796 0.8500 -0.1950
C 0.6622 1.8672 -0.9741
B 1.1914 0.2492 1.2719
O 1.1758 -1.0050 1.7556
O 1.9751 1.1139 1.7866
C 2.6656 0.9862 3.0257
H -3.8132 -2.5507 -2.6328
H -2.5377 -1.8921 -3.7353
H -2.8184 -1.5251 -0.6690
H -1.1581 0.3166 -2.3842
H -1.1360 -0.6573 0.5480
H 0.0409 2.1368 -1.9111
H 1.5284 2.4010 -0.7895
H 0.5778 -1.4597 1.1740
H 3.7812 1.0716 2.8761
H 2.4550 0.0523 3.4223
H 2.6334 1.8183 3.6356
```

Entry 7:
A cluster of 3 separate species, C6H16N2 in total, computed with ωB97M-V/def2-TZVPD.

Calculated total energy in hartree: -347.6366
E_LUMO in eV: 1.0
Relative energy (zero: lowest compared OMol25 entry of this formula, charge and spin) in kJ/mol: 231.7
Strongest force on any atom in eV/Å: 1.0
HOMO level in eV: -8.30
Spin multiplicity: 1
SMILES string: C=CC.C=N.CNC

XYZ file:
```
24
C6H16N2 | OMol25 | ωB97M-V/def2-TZVPD
C -0.0244 0.8615 -2.3971
C -0.7503 0.0657 -1.6367
C -1.9908 0.4741 -0.9184
H 0.8688 0.5233 -2.8937
H -0.2928 1.8943 -2.5530
H -0.4526 -0.9648 -1.4910
H -2.2236 1.5180 -1.1048
H -2.8346 -0.1366 -1.2352
H -1.8480 0.3296 0.1491
C -0.3577 -2.9065 0.3267
N -0.5421 -2.3391 1.4253
H -1.1339 -3.2845 -0.3480
H 0.6650 -3.0521 -0.0001
H -1.5205 -2.2122 1.6938
C 0.4879 1.6960 1.6401
N 0.7368 0.4590 0.9349
C 2.0991 0.3506 0.4655
H -0.5389 1.7057 2.0014
H 0.6182 2.5244 0.9420
H 1.1618 1.8606 2.4970
H 0.5142 -0.3388 1.5268
H 2.2288 -0.6124 -0.0241
H 2.8513 0.4448 1.2660
H 2.2784 1.1395 -0.2665
```

Entry 8:
A cluster of 2 separate species, C4H12 in total, computed with ωB97M-V/def2-TZVPD.

Calculated total energy in hartree: -159.5631
E_LUMO in eV: 1.2
Relative energy (zero: lowest compared OMol25 entry of this formula, charge and spin) in kJ/mol: 57.4
Strongest force on any atom in eV/Å: 1.7
HOMO level in eV: -11.28
Spin multiplicity: 1
SMILES string: CC.CC

XYZ file:
```
16
C4H12 | OMol25 | ωB97M-V/def2-TZVPD
C 0.4264 0.7541 -2.3833
C -0.3700 -0.2992 -1.5777
H 1.4570 0.4317 -2.4653
H 0.0136 0.9831 -3.3376
H 0.4769 1.6986 -1.8142
H -0.2606 -1.2661 -2.0343
H 0.0287 -0.1874 -0.5669
H -1.4212 -0.2042 -1.2605
C 0.1474 -0.8882 2.2811
C -0.2364 0.4689 1.6729
H 1.0641 -0.9264 2.8656
H -0.6447 -1.4336 2.7912
H 0.3277 -1.5275 1.3858
H -1.1806 0.3616 1.1341
H 0.5486 0.7180 0.9657
H -0.3769 1.3165 2.3435
```